Run one
11
Properties=species:S:1:pos:R:3:nbo_charge:R:1 method="wB97M-V/def2-TZVPD" lumo_energy_ev=0.9 e_homo_ev=-8.9
C -0.80832 -0.61643 0.84524 0.12
C -0.54984 0.72595 0.28364 -0.48
C 0.75417 0.59748 -0.55515 -0.75
N -0.10160 -1.62269 0.56092 -0.69
P 1.25016 -1.19418 -0.38227 0.73
H -1.58408 -0.93859 1.57741 0.19
H -1.29624 1.09027 -0.32445 0.23
H -0.51700 1.48194 1.19014 0.23
H 0.65451 1.15645 -1.52405 0.25
H 1.51784 1.20146 -0.02576 0.23
H 0.68040 -1.88168 -1.64566 -0.05


Run two
11
Properties=species:S:1:pos:R:3:nbo_charge:R:1 method="wB97M-V/def2-TZVPD" lumo_energy_ev=0.7 e_homo_ev=-9.5
C 0.09617 -1.03017 -1.33613 0.23
C 1.14210 0.05550 0.78235 -0.50
C -0.19337 0.18716 -0.75470 -0.57
N 0.42618 -1.94450 -1.93368 -0.33
P -1.93061 0.32725 -0.08768 0.36
H 1.25834 1.10202 0.78815 0.20
H 0.49881 -0.23792 1.59398 0.20
H 1.89527 -0.64283 0.53326 0.22
H 0.25926 0.93595 -1.26794 0.25
H -1.70267 1.53456 0.57280 -0.03
H -1.74949 -0.28702 1.10958 -0.03


Stability check: which of them is least stable? run two.


Run one
32
Properties=species:S:1:pos:R:3:nbo_charge:R:1 method="wB97M-V/def2-TZVPD" charge=+1 lumo_energy_ev=-2.8 e_homo_ev=-11.1
C 1.56836 0.03381 2.40598 -0.64
C 1.56213 0.37173 0.95946 -0.08
C 1.69188 1.60005 0.40640 -0.07
C 1.49493 -0.56034 -0.14291 -0.15
C 1.58010 0.18634 -1.31711 0.18
C 1.31848 -1.95727 -0.19230 -0.19
C 1.49152 -0.42767 -2.57799 -0.24
C 1.09310 -2.52907 -1.42037 -0.23
C 1.07555 -1.73268 -2.58536 -0.21
N 1.64132 1.52912 -0.98269 -0.58
H 0.52612 0.00793 2.75690 0.21
H 2.09305 0.73410 3.05150 0.24
H 1.75760 2.53111 0.94762 0.22
H 2.14493 2.21431 -1.52350 0.42
H 1.43664 -2.50275 0.74062 0.23
H 1.58528 0.19634 -3.45859 0.23
H 0.95224 -3.59875 -1.49480 0.23
H 0.88590 -2.24328 -3.51347 0.23
H 1.97497 -0.93435 2.67366 0.23
C -1.97495 -0.95831 -0.56279 -0.44
C -2.29354 1.07348 0.76652 0.68
N -2.41253 -0.24115 0.63682 -0.55
N -1.35969 1.71820 0.09566 -0.76
N -3.07248 1.72034 1.64752 -0.77
H -3.21817 -0.65037 1.09217 0.41
H -0.59627 1.21940 -0.33837 0.45
H -1.20313 2.69871 0.25164 0.42
H -3.37189 1.26592 2.49561 0.43
H -2.87408 2.70479 1.78050 0.41
H -1.97800 -2.02843 -0.39704 0.24
H -0.92798 -0.74809 -0.78833 0.23
H -2.59138 -0.69319 -1.41295 0.22


Run two
32
Properties=species:S:1:pos:R:3:nbo_charge:R:1 method="wB97M-V/def2-TZVPD" charge=+1 lumo_energy_ev="-3.8 / -5.2" e_homo_ev="-11.4 / -10.7"
C -1.75748 -0.19100 -4.35999 -0.18
C -1.69199 -1.41921 -3.64738 -0.18
C -1.55471 0.91664 -3.57182 -0.18
C -1.19455 -1.48236 -2.38244 -0.21
C -1.12030 0.95502 -2.26493 -0.19
C -0.95423 -0.30065 -1.62434 -0.18
C -0.27745 -0.35214 -0.38636 0.32
C 2.23557 0.84438 0.71259 0.11
C 1.55330 0.24983 1.91391 -0.24
C 1.81018 1.30336 2.99397 -0.61
C -2.08222 0.18235 1.13271 -0.41
N -0.70222 -0.24013 0.82976 -0.17
N 0.13063 -0.07282 1.93988 -0.14
N -0.25392 -0.94701 2.98010 -0.66
N 3.21794 -0.20500 0.17381 -0.78
H -2.21591 0.05027 -5.39430 0.25
H -2.11352 -2.27548 -4.20678 0.24
H -1.84989 1.81535 -3.95128 0.21
H -1.18402 -2.37070 -1.81471 0.22
H -1.15968 1.87592 -1.84990 0.22
H 2.13742 -0.60693 2.31084 0.15
H 1.04937 1.98176 3.39613 0.25
H 2.60553 1.89938 2.63751 0.24
H 2.33540 0.87202 3.86089 0.22
H -2.14861 1.16638 0.82701 0.22
H -2.56137 -0.58292 0.61544 0.23
H -2.41362 0.05838 2.14719 0.23
H -0.74794 -0.37946 3.65184 0.37
H 0.47326 -1.48008 3.37230 0.37
H 3.55677 -0.93492 0.83521 0.41
H 3.99836 0.31338 -0.28825 0.44
H 2.87990 -0.64361 -0.58864 0.44


Stability check: which of them is least stable? run two.


Run one
21
Properties=species:S:1:pos:R:3:nbo_charge:R:1 method="wB97M-V/def2-TZVPD" smiles="C=CCc1nnc(P(C)O)nn1" lumo_energy_ev=-0.9 e_homo_ev=-9.1
C 3.62437 -1.25398 0.04688 -0.37
C 3.30521 -0.10153 -0.50513 -0.18
C 2.52094 0.96986 0.21061 -0.49
C 1.01777 0.82025 0.19821 0.35
N 0.47573 -0.27783 -0.32394 -0.20
N -0.83592 -0.38226 -0.27843 -0.19
C -1.52073 0.60912 0.29039 -0.01
P -3.36470 0.48535 0.45740 1.09
C -3.53015 -1.31762 0.22239 -0.98
O -3.91339 1.12144 -0.96296 -0.97
N -0.97442 1.72818 0.78046 -0.17
N 0.32758 1.83687 0.72879 -0.19
H 3.12229 -1.59399 0.94780 0.19
H 4.37614 -1.90276 -0.38520 0.20
H 3.62315 0.11092 -1.52052 0.20
H 2.80932 0.94844 1.26559 0.24
H 2.75975 1.96423 -0.16784 0.25
H -4.53902 -1.62792 0.48428 0.24
H -3.24328 -1.63038 -0.78204 0.24
H -2.81663 -1.77460 0.91532 0.24
H -3.22400 1.26822 -1.62206 0.49


Run two
21
Properties=species:S:1:pos:R:3:nbo_charge:R:1 method="wB97M-V/def2-TZVPD" lumo_energy_ev="-0.6 / -0.6" e_homo_ev="-8.0 / -8.0"
C 1.04498 1.52219 1.22194 0.22
C -2.85099 -0.93157 -3.23510 0.14
C -2.17240 1.06433 -2.94649 0.19
C 2.87483 -0.21832 0.83713 -0.63
C -0.35611 0.46616 -1.23712 -0.56
C 1.59267 0.25080 1.51114 -0.41
N 0.53911 2.54337 1.13614 -0.38
N -3.02616 0.36299 -3.66670 -0.47
N -2.04119 -1.05210 -2.22595 -0.30
N -1.56052 0.21622 -2.06610 -0.20
O -1.61332 -0.21401 0.78401 -1.01
P -0.34621 -0.91282 0.01185 1.09
H -3.15376 -1.87686 -3.63368 0.21
H -2.08984 2.05675 -3.02267 0.21
H 3.56364 0.69093 0.63791 0.22
H 3.24055 -0.86134 1.64514 0.23
H 2.60633 -0.61901 -0.05935 0.21
H -0.51343 1.26856 -0.61826 0.26
H 0.57656 0.43215 -1.78790 0.23
H 1.14351 -0.33486 2.30287 0.24
H -2.18077 -0.66694 1.41616 0.52


Stability check: which of them is least stable? run two.


Run one
8
Properties=species:S:1:pos:R:3:nbo_charge:R:1 method="wB97M-V/def2-TZVPD" lumo_energy_ev=-0.2 e_homo_ev=-9.5
C -0.87806 1.24743 0.08756 -0.46
C 0.39171 1.60052 -0.18239 -0.17
F 2.47498 -0.56917 0.01533 -0.55
Cl 1.09428 1.88827 -1.71958 0.06
I 1.77530 2.28469 1.43669 0.11
H -1.70031 1.20438 -0.64783 0.23
H 1.98681 -0.79151 0.72952 0.55
H -1.20908 1.07340 1.10483 0.23


Run two
8
Properties=species:S:1:pos:R:3:nbo_charge:R:1 method="wB97M-V/def2-TZVPD" smiles="C=C(F)Cl.I" lumo_energy_ev=0.2 e_homo_ev=-10.0
C -1.91293 0.20254 0.34773 -0.51
C -1.19177 -0.87849 0.17166 0.38
F -1.73445 -2.05027 -0.19087 -0.32
Cl 0.56194 -0.91145 -0.01408 -0.01
H -1.39602 1.10408 0.73651 0.24
H -2.90833 0.07548 0.13793 0.23
I 4.66881 0.73707 0.00054 -0.11
H 3.91275 1.72104 -1.18941 0.11


Stability check: which of them is least stable? run two.


Run one
46
Properties=species:S:1:pos:R:3:nbo_charge:R:1 method="wB97M-V/def2-TZVPD" smiles="Cc1ccccc1NC(=O)N1CCC(C(=O)c2ccc(F)cc2)CC1" lumo_energy_ev=0.2 e_homo_ev=-8.2
C -3.52115 -2.71916 0.59066 -0.64
C -4.47930 -1.63921 0.16802 -0.08
C -5.81281 -1.94784 -0.04871 -0.19
C -6.72474 -0.98156 -0.43588 -0.24
C -6.29836 0.32208 -0.61105 -0.20
C -4.97346 0.65657 -0.40352 -0.26
C -4.05584 -0.31313 -0.01305 0.23
N -2.70325 -0.02140 0.19055 -0.65
C -2.08527 1.20686 0.20607 0.80
O -2.65826 2.26556 0.04262 -0.66
N -0.73460 1.15281 0.44612 -0.46
C 0.03820 -0.07154 0.49799 -0.22
C 1.52946 0.22903 0.62893 -0.40
C 2.00434 1.12087 -0.52816 -0.33
C 3.44405 1.53442 -0.24552 0.60
O 3.75032 2.67615 0.00696 -0.54
C 4.46578 0.45201 -0.23003 -0.19
C 4.33973 -0.75112 -0.92308 -0.16
C 5.33908 -1.70356 -0.86323 -0.29
C 6.46563 -1.44814 -0.10001 0.42
F 7.43272 -2.38019 -0.03621 -0.32
C 6.62533 -0.26026 0.59259 -0.29
C 5.62350 0.68537 0.51517 -0.13
C 1.08079 2.34092 -0.68726 -0.41
C 0.01689 2.39197 0.40422 -0.22
H -4.04935 -3.66342 0.69491 0.23
H -3.06195 -2.48549 1.55272 0.21
H -2.73076 -2.85962 -0.14908 0.21
H -6.14308 -2.96781 0.09020 0.20
H -7.75834 -1.24800 -0.59771 0.21
H -6.99755 1.08754 -0.91242 0.21
H -4.63801 1.67104 -0.53377 0.26
H -2.14525 -0.82169 0.43365 0.40
H -0.12029 -0.66145 -0.41806 0.19
H -0.26595 -0.68017 1.36240 0.19
H 1.72194 0.72778 1.57943 0.22
H 2.07947 -0.71361 0.63250 0.23
H 1.99081 0.53146 -1.44905 0.22
H 3.47501 -0.94851 -1.53698 0.22
H 5.25892 -2.63525 -1.40081 0.23
H 7.51948 -0.09081 1.17094 0.24
H 5.71648 1.62672 1.03516 0.24
H 1.67913 3.25227 -0.63792 0.24
H 0.58733 2.30907 -1.65920 0.21
H -0.70054 3.18775 0.19861 0.26
H 0.47370 2.58469 1.38030 0.19


Run two
46
Properties=species:S:1:pos:R:3:nbo_charge:R:1 method="wB97M-V/def2-TZVPD" smiles="O=C(CCC(=O)N1CCN(c2ccc(F)cc2)CC1)c1ccccc1" lumo_energy_ev=0.1 e_homo_ev=-7.5
O -1.52252 -0.32213 -0.53441 -0.57
C -2.70436 -0.05363 -0.45849 0.58
C -3.20414 1.36581 -0.62189 -0.51
C -2.03779 2.32354 -0.87373 -0.49
C -1.17263 2.32607 0.37932 0.71
O -1.68314 2.50990 1.47135 -0.65
N 0.16028 2.14376 0.24455 -0.44
C 0.82578 1.78005 -0.99263 -0.23
C 2.33916 1.69418 -0.78930 -0.21
N 2.66642 0.72394 0.22704 -0.46
C 3.75354 -0.10557 0.13149 0.26
C 3.82650 -1.28881 0.88093 -0.29
C 4.92704 -2.11782 0.80180 -0.26
C 5.97167 -1.77893 -0.03662 0.35
F 7.05209 -2.59480 -0.11998 -0.33
C 5.93592 -0.62103 -0.78958 -0.26
C 4.83811 0.21061 -0.69968 -0.29
C 1.70526 0.59981 1.30147 -0.22
C 0.94316 1.91217 1.44233 -0.23
C -3.71644 -1.10637 -0.20058 -0.10
C -5.07513 -0.84165 -0.03105 -0.20
C -5.95927 -1.87735 0.20734 -0.21
C -5.50604 -3.18527 0.27876 -0.19
C -4.15803 -3.45944 0.11295 -0.22
C -3.27181 -2.42767 -0.12367 -0.18
H -3.92767 1.40757 -1.43827 0.23
H -3.70115 1.65920 0.30606 0.26
H -1.49279 2.01497 -1.76087 0.22
H -2.42385 3.33427 -1.01947 0.24
H 0.45613 0.80716 -1.33978 0.22
H 0.62710 2.53590 -1.75873 0.21
H 2.73288 2.68921 -0.53317 0.18
H 2.78368 1.38749 -1.73902 0.22
H 3.00861 -1.57676 1.52031 0.22
H 4.97571 -3.02817 1.37841 0.23
H 6.76722 -0.37168 -1.43019 0.23
H 4.83888 1.12590 -1.26942 0.21
H 2.23217 0.38535 2.23558 0.21
H 0.98306 -0.20668 1.10689 0.19
H 0.24706 1.86775 2.28247 0.26
H 1.63966 2.74079 1.60925 0.19
H -5.44911 0.16892 -0.07713 0.22
H -7.00974 -1.66422 0.33981 0.22
H -6.20343 -3.98851 0.46508 0.22
H -3.80062 -4.47682 0.16941 0.22
H -2.21743 -2.62101 -0.25497 0.23


Stability check: which of them is least stable? run two.


Run one
23
Properties=species:S:1:pos:R:3:nbo_charge:R:1 method="wB97M-V/def2-TZVPD" lumo_energy_ev=0.9 e_homo_ev=-7.4
C 1.24148 1.32121 -0.75581 -0.29
C 0.01580 2.39317 0.68345 -0.49
C -1.35197 1.76885 0.64828 -0.65
N 0.45222 0.77979 -1.72220 -0.82
H -0.03558 -0.07767 -1.50694 0.40
H 0.04481 1.34764 -2.45268 0.37
H 1.80813 2.19326 -1.06517 0.20
H 0.98062 1.19882 0.36525 0.28
H 0.46708 2.44877 1.67457 0.20
H 0.07247 3.36598 0.20120 0.20
H -2.12500 2.44213 1.03145 0.22
H -1.38258 0.84759 1.23389 0.21
H -1.63018 1.50910 -0.38031 0.20
C -1.48030 -2.29806 0.11622 -0.25
C 0.87870 -2.36090 0.34846 0.88
N 2.00862 -1.65561 0.12564 -0.85
O -0.21725 -1.64447 -0.06536 -0.56
O 0.80385 -3.47763 0.80887 -0.65
H 1.97429 -0.68951 -0.19781 0.42
H 2.87264 -2.06637 0.43144 0.41
H -1.55700 -3.17259 -0.53049 0.19
H -2.23648 -1.56046 -0.14457 0.19
H -1.60437 -2.61304 1.15260 0.20


Run two
23
Properties=species:S:1:pos:R:3:nbo_charge:R:1 method="wB97M-V/def2-TZVPD" smiles="C[C@H](O)ON.C=C(C)N" lumo_energy_ev=0.9 e_homo_ev=-8.5
C -0.86385 2.28464 -1.58318 -0.66
C -0.49850 1.06437 -0.73968 0.36
O -0.35703 -0.02563 -1.58545 -0.76
O -1.43366 0.79345 0.29701 -0.42
N -2.72027 0.41626 -0.15290 -0.52
H -1.04974 3.13862 -0.93426 0.22
H -0.03971 2.50967 -2.25701 0.22
H -1.74989 2.07283 -2.18530 0.21
H 0.41983 1.26332 -0.17199 0.14
H 0.01285 -0.78601 -1.08604 0.50
H -3.17887 1.24298 -0.53558 0.33
H -2.58895 -0.25857 -0.90867 0.34
C 1.07037 -2.14125 -0.07600 -0.61
C 1.39218 -1.31195 0.92245 0.24
C 0.54970 -1.15275 2.15140 -0.67
N 2.54591 -0.55139 0.91162 -0.81
H 1.70299 -2.25436 -0.94208 0.20
H 0.22823 -2.80371 0.00067 0.22
H -0.04045 -0.23848 2.08950 0.25
H 1.18230 -1.10244 3.03839 0.22
H -0.13531 -1.98668 2.25143 0.23
H 3.01432 -0.45823 0.02385 0.38
H 2.53754 0.28531 1.47182 0.38


Stability check: which of them is least stable? run one.


Run one
33
Properties=species:S:1:pos:R:3:nbo_charge:R:1 method="wB97M-V/def2-TZVPD" charge=+1 lumo_energy_ev=-2.5 e_homo_ev=-11.0
C -1.12387 -2.07988 -1.66766 -0.09
O -2.25259 -1.34269 -1.21156 -0.73
C -0.30275 -2.60220 -0.43447 -0.07
C 0.99944 -1.84588 -0.22812 -0.45
C 0.84905 -0.31399 -0.40013 -0.38
C 1.57923 0.43191 -1.24071 0.04
N 1.43454 1.80928 -1.20367 -0.79
N -1.16890 -2.39127 0.80034 -0.70
H -1.52072 -2.91085 -2.24714 0.20
H -0.53533 -1.42813 -2.31221 0.21
H -2.05711 -0.40122 -1.01244 0.50
H -0.14417 -3.67866 -0.55637 0.22
H 1.70288 -2.13528 -1.01233 0.24
H 1.38310 -2.02015 0.78613 0.21
H 0.15044 0.13339 0.29038 0.17
H 2.25708 -0.08414 -1.90824 0.21
H 0.96228 2.25062 -0.44024 0.42
H 2.15857 2.29774 -1.69406 0.39
H -0.84234 -1.53486 1.23775 0.46
H -1.17615 -3.19866 1.40535 0.43
H -2.11405 -2.17497 0.44701 0.47
H -1.39583 4.16054 -1.47597 0.48
H -1.67678 2.70386 -1.54768 0.47
O -1.00830 3.31464 -1.23628 -0.94
H -2.25371 0.10800 2.78224 0.49
H -1.10090 0.41355 1.84532 0.50
O -1.97999 -0.01144 1.86026 -0.99
H -0.30210 2.89722 2.09691 0.50
H 0.71507 1.74345 1.94026 0.51
O -0.22797 1.98005 1.83648 -0.99
H 3.25442 1.33180 1.04331 0.50
H 3.09453 2.63078 1.98661 0.50
O 2.64294 1.94738 1.47094 -0.98


Run two
33
Properties=species:S:1:pos:R:3:nbo_charge:R:1 method="wB97M-V/def2-TZVPD" charge=+1 lumo_energy_ev=-2.5 e_homo_ev=-11.2
C -1.08678 -1.52493 0.06934 -0.06
O -1.95741 -0.95863 -0.88231 -0.77
C -0.08480 -0.38256 0.49838 -0.06
C 1.15208 -0.40380 -0.34020 -0.48
C 2.15235 0.68227 0.03997 0.22
C 1.85580 1.93341 -0.29115 -0.56
N 3.25739 0.32459 0.77960 -0.80
N -0.88164 0.88174 0.43602 -0.70
H -0.45805 -2.35307 -0.25922 0.19
H -1.70155 -1.83608 0.90625 0.20
H -1.72969 -1.03374 -1.82819 0.51
H 0.02230 -0.56241 1.54015 0.24
H 0.98153 -0.22736 -1.39680 0.24
H 1.61317 -1.39052 -0.31519 0.25
H 1.00259 2.23031 -0.86674 0.20
H 2.56085 2.66890 0.09078 0.21
H 3.24922 -0.49979 1.34582 0.38
H 3.77128 1.11013 1.14725 0.39
H -0.81356 1.41855 1.28927 0.44
H -1.89584 0.77686 0.34096 0.45
H -0.62815 1.48164 -0.36153 0.47
H 2.33999 -2.38422 2.10632 0.47
H 1.25657 -3.40630 2.34994 0.49
O 1.40125 -2.53542 1.95959 -0.96
H -1.89790 -0.62452 -4.17577 0.49
H -3.19873 -0.23656 -3.59667 0.49
O -2.25416 -0.17750 -3.39328 -0.96
H -1.52321 2.48095 -2.43410 0.49
H -0.13421 3.03869 -2.47950 0.49
O -0.81686 2.78256 -1.84491 -0.96
H -1.21451 -0.89739 3.35357 0.49
H -2.58314 -0.10410 3.33753 0.50
O -1.75616 -0.27168 2.87485 -0.98


Stability check: which of them is least stable? run one.